Record 1
A cluster of 7 separate species, C6H25NO7 in total in a non-equilibrium geometry, computed with ωB97M-V/def2-TZVPD.

- LUMO level: 0.228 eV
- Orbital gap: 10.4 eV
- Relative energy (zero: lowest compared OMol25 entry of this formula, charge and spin): 4.143 eV
- SMILES: CCCCCNC=O.O.O.O.O.O.O
- HOMO energy: -10.1 eV
- Energy: -22447.8611 eV
- Maximum force: 5.39 eV/Å

The geometry in ORCA input format:
```
! wB97M-V def2-TZVPD RIJCOSX def2/J DEFGRID3
* xyz 0 1
C -1.14 1.78 -2.21
N -2.56 1.20 -2.02
C -2.72 -0.14 -1.73
O -3.78 -0.71 -1.48
C -0.01 1.11 -1.48
C 0.57 -0.10 -2.33
C 1.90 -0.70 -1.95
C 3.07 0.04 -1.39
H -1.00 2.88 -2.03
H -0.85 1.92 -3.28
H -3.31 1.89 -2.04
H -1.68 -0.69 -1.69
H -0.45 0.86 -0.49
H 0.72 1.93 -1.20
H -0.13 -0.86 -2.10
H 0.60 0.17 -3.36
H 1.64 -1.38 -1.00
H 2.28 -1.25 -2.80
H 2.86 -0.07 -0.37
H 4.07 -0.52 -1.40
H 3.00 0.97 -1.94
H 0.15 2.02 2.44
H 1.08 2.48 3.38
O 0.22 2.76 3.01
H 0.08 -2.03 3.58
H -0.20 -2.69 2.29
O -0.10 -2.85 3.24
H -3.55 -1.87 -0.30
H -2.47 -3.18 -0.45
O -2.92 -2.53 0.17
H -1.60 -0.67 1.94
H -1.64 -1.37 0.64
O -1.32 -0.57 1.04
H 0.94 0.34 3.12
H 0.06 0.29 4.29
O 0.35 -0.19 3.59
H 3.12 0.36 2.64
H 2.22 0.42 1.49
O 2.49 0.90 2.19
*
```

Record 2
A structure of composition C5H8O, computed with ωB97M-V/def2-TZVPD.

- LUMO level: 0.917 eV
- Orbital gap: 9.2 eV
- Relative energy (zero: lowest compared OMol25 entry of this formula, charge and spin): 4.207 eV
- HOMO energy: -8.3 eV
- Energy: -7358.0483 eV
- Maximum force: 0.62 eV/Å

The geometry in ORCA input format:
```
! wB97M-V def2-TZVPD RIJCOSX def2/J DEFGRID3
* xyz 0 1
O 0.73 2.04 -1.19
C -0.25 2.05 -0.49
C -0.65 0.92 0.44
C 0.46 0.00 0.88
C 0.08 -1.42 0.78
C 0.72 -1.22 -0.61
H -0.96 2.91 -0.52
H -1.02 1.36 1.37
H -1.55 0.45 -0.03
H 1.21 -0.19 -0.58
H 0.63 -2.12 1.42
H -0.98 -1.69 0.71
H 1.58 -1.87 -0.77
H 0.00 -1.24 -1.42
*
```

Record 3
A cluster of 6 separate species, C20H56N4O6 in total in a non-equilibrium geometry, computed with ωB97M-V/def2-TZVPD.

- ⟨S²⟩: 0.750
- LUMO level (alpha / beta): 2.321 / 2.254 eV
- Orbital gap (alpha / beta): 1.6 / 8.9 eV
- Relative energy (zero: lowest compared OMol25 entry of this formula, charge and spin): 0.925 eV
- HOMO energy (alpha / beta): 0.7 / -6.6 eV
- Energy: -39888.1454 eV
- Maximum force: 2.19 eV/Å

The geometry in ORCA input format:
```
! wB97M-V def2-TZVPD RIJCOSX def2/J DEFGRID3
* xyz -1 2
C 3.73 8.33 -10.13
C 5.10 8.44 -10.81
C 5.03 8.37 -12.37
O 4.83 7.03 -12.81
C 4.85 6.96 -14.19
N 5.66 9.74 -10.35
H 3.68 8.43 -9.05
H 3.20 7.42 -10.42
H 3.10 9.15 -10.47
H 5.73 7.63 -10.45
H 6.01 8.62 -12.80
H 4.36 9.12 -12.78
H 4.08 7.49 -14.76
H 4.63 5.90 -14.30
H 5.85 7.16 -14.59
H 5.81 9.55 -9.37
H 4.84 10.31 -10.48
C -5.15 4.50 -11.39
C -3.67 4.88 -11.72
C -2.91 5.71 -10.60
O -3.39 7.08 -10.62
C -2.89 7.85 -11.74
N -3.01 3.69 -12.15
H -5.72 5.38 -11.08
H -5.15 3.83 -10.53
H -5.78 4.00 -12.12
H -3.67 5.50 -12.62
H -1.83 5.58 -10.65
H -3.19 5.30 -9.62
H -3.40 7.50 -12.64
H -1.81 7.79 -11.83
H -3.10 8.93 -11.73
H -2.90 3.22 -11.25
H -2.06 3.96 -12.38
C 0.63 9.89 -15.24
C -0.19 10.39 -14.12
C -1.73 10.32 -14.50
O -1.87 11.02 -15.76
C -3.13 10.73 -16.30
N 0.20 9.64 -12.92
H 0.20 10.20 -16.19
H 0.66 8.80 -15.19
H 1.63 10.29 -15.09
H 0.00 11.45 -13.96
H -2.32 10.78 -13.71
H -2.03 9.27 -14.54
H -3.38 11.44 -17.09
H -3.89 10.82 -15.52
H -3.23 9.73 -16.71
H 1.17 9.91 -12.80
H -0.24 10.13 -12.16
C -3.99 3.62 -17.12
C -3.39 4.03 -15.72
C -3.01 5.48 -15.57
O -1.94 5.74 -16.49
C -1.30 6.98 -16.25
N -4.34 3.62 -14.75
H -3.84 2.56 -17.32
H -3.43 4.09 -17.93
H -4.99 3.98 -17.33
H -2.50 3.42 -15.54
H -2.60 5.66 -14.58
H -3.83 6.18 -15.68
H -0.36 7.06 -16.79
H -1.20 7.28 -15.20
H -1.96 7.57 -16.87
H -4.43 2.64 -14.98
H -3.85 3.56 -13.87
C 3.14 4.59 -9.47
C 2.49 3.29 -8.90
O 1.31 3.02 -9.70
H 2.40 5.36 -9.67
H 3.69 4.47 -10.41
H 3.94 4.98 -8.83
H 2.32 3.52 -7.85
H 3.17 2.44 -8.89
H 0.72 2.46 -9.19
C 1.30 5.85 -13.48
C 1.09 4.46 -12.89
O 0.11 4.48 -11.81
H 1.85 6.46 -12.77
H 0.45 6.47 -13.75
H 1.85 5.61 -14.40
H 2.05 4.11 -12.52
H 0.69 3.73 -13.59
H 0.64 4.14 -11.09
*
```

Record 4
A structure of composition C29H49N11O5SSi in a non-equilibrium geometry, computed with ωB97M-V/def2-TZVPD.

- LUMO level: 0.078 eV
- Orbital gap: 8.1 eV
- Relative energy (zero: lowest compared OMol25 entry of this formula, charge and spin): 5.043 eV
- HOMO energy: -8.0 eV
- Energy: -76196.7786 eV
- Maximum force: 15.34 eV/Å

The geometry in ORCA input format:
```
! wB97M-V def2-TZVPD RIJCOSX def2/J DEFGRID3
* xyz 0 1
C -0.96 0.99 0.23
Si 0.36 -0.05 1.17
C 0.97 -1.59 0.20
C 1.92 1.12 1.34
O -0.17 -0.35 2.80
C -1.07 -1.49 2.90
C -2.65 -1.05 2.90
C -3.54 -1.77 1.74
C -2.93 -1.96 0.25
O -3.32 -0.94 -0.76
S -4.72 -0.28 -0.05
O -5.94 -0.91 -0.74
O -4.78 1.21 -0.32
O -4.64 -0.83 1.55
H -0.76 2.13 0.32
H -2.00 0.75 0.71
H -0.91 0.66 -0.89
H 0.90 -1.32 -0.94
H 0.34 -2.55 0.34
H 2.09 -1.86 0.46
H 1.58 2.02 1.99
H 2.28 1.52 0.30
H 2.78 0.54 1.88
H -0.89 -1.96 3.96
H -0.87 -2.35 2.15
H -2.73 0.11 2.88
H -3.13 -1.38 3.92
H -3.85 -2.84 2.03
H -1.85 -2.40 0.15
H -3.56 -2.87 -0.14
C -9.28 0.08 2.10
C -8.20 -0.16 1.07
N -7.32 -0.36 0.25
H -10.26 -0.06 1.64
H -9.17 -0.63 2.93
H -9.21 1.10 2.48
C 2.62 -0.95 -3.81
C 2.10 0.30 -3.16
N 1.68 1.30 -2.63
H 2.41 -1.82 -3.19
H 2.14 -1.09 -4.78
H 3.70 -0.87 -3.96
C -1.68 5.97 0.20
C -0.88 4.79 0.70
N -0.24 3.84 1.10
H -1.25 6.90 0.59
H -1.67 6.00 -0.89
H -2.71 5.89 0.54
C 2.33 4.96 3.81
C 1.85 6.25 3.21
N 1.46 7.30 2.73
H 3.09 4.52 3.16
H 2.77 5.15 4.79
H 1.50 4.27 3.91
C 2.72 -5.54 -4.34
C 3.72 -4.43 -4.11
N 4.52 -3.55 -3.93
H 1.75 -5.11 -4.61
H 3.06 -6.19 -5.14
H 2.60 -6.13 -3.43
C -5.73 -3.49 5.18
C -4.42 -3.68 4.46
N -3.38 -3.83 3.87
H -5.57 -2.91 6.09
H -6.44 -2.96 4.54
H -6.15 -4.46 5.45
C 7.85 -3.99 -3.97
C 8.64 -5.17 -3.48
N 9.28 -6.12 -3.08
H 8.28 -3.06 -3.59
H 7.86 -3.96 -5.06
H 6.81 -4.07 -3.63
C 2.20 2.32 -7.24
C 3.00 1.14 -6.75
N 3.64 0.20 -6.35
H 2.63 3.25 -6.86
H 2.22 2.35 -8.33
H 1.17 2.24 -6.90
C -0.51 7.95 6.30
C 0.29 6.77 6.79
N 0.94 5.83 7.19
H -0.08 8.88 6.68
H -0.49 7.98 5.21
H -1.54 7.87 6.64
C 9.77 -4.54 0.14
C 9.25 -3.29 0.80
N 8.83 -2.28 1.33
H 9.56 -5.41 0.77
H 9.29 -4.68 -0.83
H 10.85 -4.46 0.00
C -5.14 0.42 -3.71
C -4.78 0.86 -5.10
N -4.48 1.21 -6.22
H -5.34 1.29 -3.08
H -6.03 -0.21 -3.74
H -4.32 -0.15 -3.27
*
```

Record 5
A structure of composition C13H6ClF6N3O8PtS2 in a non-equilibrium geometry, computed with ωB97M-V/def2-TZVPD.

- ⟨S²⟩: 6.030
- LUMO level (alpha / beta): -8.339 / -12.469 eV
- Orbital gap (alpha / beta): 6.3 / 3.5 eV
- Relative energy (zero: lowest compared OMol25 entry of this formula, charge and spin): 0.760 eV
- HOMO energy (alpha / beta): -14.6 / -15.9 eV
- Energy: -88147.4348 eV
- Maximum force: 7.00 eV/Å

The geometry in ORCA input format:
```
! wB97M-V def2-TZVPD RIJCOSX def2/J DEFGRID3
* xyz 2 5
Pt 1.32 0.75 -0.40
O 2.20 -5.14 -0.76
C 1.07 -4.92 -0.13
O 0.33 -5.78 0.23
C 0.61 -3.51 0.14
C -0.55 -3.21 0.82
Cl -1.63 -4.23 1.57
N -0.66 -1.83 0.91
N 0.44 -1.25 0.33
C 1.17 -2.24 -0.15
C 2.43 -1.87 -0.87
O 3.18 -2.70 -1.29
O 2.63 -0.57 -1.01
C -1.62 -1.07 1.55
C -1.22 0.11 2.23
C -2.15 0.84 2.90
C -3.51 0.45 2.86
C -3.92 -0.70 2.14
C -2.99 -1.46 1.49
H 2.69 -4.34 -1.01
H -0.17 0.37 2.28
H -1.87 1.71 3.48
H -4.25 1.04 3.38
H -4.96 -0.96 2.09
H -3.28 -2.31 0.89
F 2.92 3.51 -3.75
C 3.41 2.80 -2.77
F 4.67 3.06 -2.54
F 3.22 1.51 -2.98
S 2.49 3.27 -1.21
O 2.92 2.35 -0.13
O 2.57 4.66 -1.00
N 0.99 2.67 -1.59
S -0.26 3.12 -0.64
O -0.47 4.49 -0.41
O -0.14 2.17 0.51
C -1.67 2.43 -1.64
F -1.40 1.16 -1.93
F -1.83 3.14 -2.72
F -2.73 2.49 -0.86
*
```

Record 6
A structure of composition C38H53N8P2ReS, computed with ωB97M-V/def2-TZVPD.

- ⟨S²⟩: 3.812
- LUMO level (alpha / beta): -3.220 / -4.606 eV
- Orbital gap (alpha / beta): 6.6 / 5.3 eV
- Relative energy (zero: lowest compared OMol25 entry of this formula, charge and spin): 1.419 eV
- HOMO energy (alpha / beta): -9.8 / -9.9 eV
- Energy: -83725.8210 eV
- Maximum force: 0.54 eV/Å

The geometry in ORCA input format:
```
! wB97M-V def2-TZVPD RIJCOSX def2/J DEFGRID3
* xyz 1 4
Re -0.13 0.15 0.00
C 2.47 2.20 -2.53
C 2.98 0.92 -1.86
C 4.20 0.39 -2.61
P 1.75 -0.44 -1.51
C 1.26 -1.39 -3.00
C 2.22 -2.41 -3.61
C 0.82 -0.37 -4.07
C 2.66 -1.41 -0.28
C 3.57 -2.43 -0.57
C 4.25 -3.11 0.43
C 5.24 -4.20 0.11
C 3.96 -2.76 1.75
C 3.08 -1.75 2.05
C 2.43 -1.01 1.05
N 1.52 0.05 1.31
C 1.51 0.66 2.58
C 2.66 0.81 3.36
C 2.60 1.32 4.64
C 1.39 1.72 5.22
C 1.34 2.23 6.64
C 0.27 1.67 4.42
C 0.31 1.18 3.11
P -0.96 1.48 1.88
C -0.81 3.30 1.57
C 0.66 3.68 1.36
C -1.41 4.17 2.68
C -2.68 1.06 2.36
C -3.12 1.32 3.80
C -3.61 1.70 1.33
H 3.33 2.84 -2.72
H 1.98 2.01 -3.48
H 1.78 2.75 -1.89
H 3.28 1.17 -0.84
H 3.97 0.24 -3.67
H 4.99 1.14 -2.55
H 4.59 -0.54 -2.20
H 0.37 -1.92 -2.66
H 3.22 -2.01 -3.80
H 2.31 -3.31 -3.00
H 1.80 -2.72 -4.57
H 0.22 -0.89 -4.82
H 0.20 0.43 -3.66
H 1.68 0.07 -4.56
H 3.75 -2.71 -1.59
H 5.39 -4.30 -0.97
H 6.21 -3.98 0.56
H 4.91 -5.16 0.50
H 4.44 -3.30 2.56
H 2.88 -1.54 3.09
H 3.62 0.54 2.95
H 3.52 1.41 5.21
H 1.87 1.56 7.32
H 1.81 3.21 6.72
H 0.31 2.32 6.99
H -0.66 2.06 4.81
H -1.36 3.47 0.65
H 1.20 3.67 2.31
H 1.18 3.01 0.67
H 0.71 4.69 0.95
H -0.93 3.98 3.64
H -1.23 5.22 2.43
H -2.48 4.03 2.79
H -2.71 -0.03 2.21
H -3.04 2.37 4.08
H -4.17 1.04 3.89
H -2.56 0.72 4.51
H -3.70 2.78 1.50
H -3.26 1.55 0.30
H -4.61 1.27 1.40
C -4.68 -1.49 -5.61
C -3.25 -0.97 -5.62
N -2.89 -0.30 -4.38
C -2.43 -0.89 -3.27
S -2.16 -2.57 -3.19
N -2.10 0.02 -2.30
N -1.81 -0.46 -1.10
C -2.60 -1.35 -0.52
C -4.04 -1.52 -0.87
C -2.05 -2.01 0.65
C -2.72 -3.04 1.30
C -2.16 -3.62 2.42
C -0.93 -3.15 2.88
C -0.31 -2.14 2.19
N -0.83 -1.59 1.08
H -4.91 -1.97 -6.56
H -4.80 -2.23 -4.81
H -5.39 -0.68 -5.45
H -2.55 -1.79 -5.79
H -3.12 -0.24 -6.42
H -2.96 0.71 -4.37
H -4.35 -0.70 -1.51
H -4.23 -2.45 -1.41
H -4.64 -1.51 0.05
H -3.66 -3.39 0.91
H -2.67 -4.43 2.93
H -0.46 -3.57 3.76
H 0.65 -1.77 2.51
N -2.76 2.79 -4.70
C -2.07 2.97 -3.78
N -1.31 3.22 -2.73
C -0.84 2.44 -1.89
N -0.26 1.84 -1.04
*
```

Record 7
A cluster of 2 separate species, C2H2NO2 in total in a non-equilibrium geometry, computed with ωB97M-V/def2-TZVPD.

- LUMO level: -7.327 eV
- Orbital gap: 7.3 eV
- Relative energy (zero: lowest compared OMol25 entry of this formula, charge and spin): 7.085 eV
- HOMO energy: -14.6 eV
- Energy: -7676.0565 eV
- Maximum force: 4.84 eV/Å

The geometry in ORCA input format:
```
! wB97M-V def2-TZVPD RIJCOSX def2/J DEFGRID3
* xyz 1 1
C -1.47 0.39 -0.38
C -1.64 -0.49 0.42
N 2.10 0.08 0.02
O 2.68 -0.80 -0.24
O 1.51 0.96 0.23
H -1.15 1.10 -1.09
H -2.04 -1.24 1.04
*
```

Record 8
A cluster of 2 separate species, C4H11NO2 in total in a non-equilibrium geometry, computed with ωB97M-V/def2-TZVPD.

- LUMO level: 0.823 eV
- Orbital gap: 9.9 eV
- Relative energy (zero: lowest compared OMol25 entry of this formula, charge and spin): 2.529 eV
- SMILES: CN(C)CC=O.O
- HOMO energy: -9.0 eV
- Energy: -9909.7132 eV
- Maximum force: 4.11 eV/Å

The geometry in ORCA input format:
```
! wB97M-V def2-TZVPD RIJCOSX def2/J DEFGRID3
* xyz 0 1
C 1.09 -1.24 0.84
N 1.45 -0.35 -0.29
C 2.66 0.36 0.06
C 0.34 0.59 -0.66
C -0.85 -0.14 -1.36
O -1.99 0.00 -1.08
H 0.95 -0.57 1.75
H 0.26 -1.98 0.66
H 2.03 -1.82 1.00
H 3.54 -0.32 0.25
H 2.59 1.20 0.84
H 2.99 0.98 -0.78
H 0.57 1.46 -1.30
H -0.08 0.89 0.33
H -0.52 -1.06 -1.98
H -2.46 0.47 0.75
H -3.38 1.11 1.67
O -2.51 0.58 1.76
*
```

- relative energy (zero: lowest compared OMol25 entry of this formula, charge and spin) of number 3 (C20H56N4O6)?
  0.925 eV

What did the seventh record say?
A cluster of 2 separate species, C2H2NO2 in total in a non-equilibrium geometry, computed with ωB97M-V/def2-TZVPD.

- LUMO level: -7.327 eV
- Orbital gap: 7.3 eV
- Relative energy (zero: lowest compared OMol25 entry of this formula, charge and spin): 7.085 eV
- HOMO energy: -14.6 eV
- Energy: -7676.0565 eV
- Maximum force: 4.84 eV/Å

The geometry in ORCA input format:
```
! wB97M-V def2-TZVPD RIJCOSX def2/J DEFGRID3
* xyz 1 1
C -1.47 0.39 -0.38
C -1.64 -0.49 0.42
N 2.10 0.08 0.02
O 2.68 -0.80 -0.24
O 1.51 0.96 0.23
H -1.15 1.10 -1.09
H -2.04 -1.24 1.04
*
```